{
  "formula": "C4H7N3",
  "method": "ωB97M-V/def2-TZVPD",
  "symbols": ["C", "N", "C", "N", "N", "C", "C", "H", "H", "H", "H", "H", "H", "H"],
  "xyz": [[-2.11611, -1.02636, -0.23387], [-0.79357, -0.72405, -0.73745], [0.37199, -1.00501, -0.16339], [1.54788, -0.84870, -0.53311], [2.62880, -0.26356, -0.26728], [1.36511, 1.84512, 0.99772], [0.18373, 2.04809, 1.07884], [-1.99620, -1.94569, 0.29609], [-2.51306, -0.28030, 0.45117], [-2.92339, -1.16416, -0.97087], [-0.77183, 0.04738, -1.35269], [3.40709, -0.73072, -0.73293], [2.39829, 1.63733, 0.89484], [-0.78873, 2.41064, 1.27293]],
  "forces_ev_per_a": [[-0.2, -0.3, 0.5], [0.2, 0.3, -0.3], [-0.1, -0.5, 0.0], [-0.3, 0.0, 0.4], [0.0, -0.1, 0.0], [-0.7, 0.4, 0.2], [0.7, 0.3, 0.2], [-0.3, -0.6, 0.5], [0.3, 0.2, 0.2], [0.9, 0.0, -0.3], [0.0, 0.9, -1.0], [-0.2, -0.3, -0.3], [0.1, -0.1, 0.0], [-0.4, -0.1, -0.1]],
  "homo_lumo_gap_ev": 9.199,
  "energy_ev": -8726.2107,
  "e_lumo_ev": 0.6885,
  "multiplicity": 1,
  "relative_energy_kcal_mol": 126.11
}

{
  "formula": "C5H6O2",
  "method": "ωB97M-V/def2-TZVPD",
  "symbols": ["C", "O", "C", "C", "O", "C", "C", "H", "H", "H", "H", "H", "H"],
  "xyz": [[0.63876, 0.61698, 1.20082], [0.76709, -0.80201, 1.10624], [0.24547, -1.19475, -0.12998], [-1.08943, -0.64758, -0.58982], [-1.44650, 0.52471, 0.12877], [-0.09580, 1.02278, -0.08051], [0.19568, -0.07836, -1.12257], [1.62364, 1.06797, 1.37458], [-0.02022, 0.85309, 2.04158], [0.51420, -2.21023, -0.40462], [-1.88487, -1.23297, -1.03964], [-0.07219, 2.07584, -0.36960], [0.62418, 0.00454, -2.11527]],
  "forces_ev_per_a": [[0.0, 0.3, 0.0], [-0.1, -0.1, 0.1], [0.0, -0.2, -0.2], [-0.3, -0.3, -0.1], [-0.2, -0.1, 0.0], [0.2, 0.2, 0.2], [0.2, 0.0, -0.1], [-0.1, 0.0, -0.3], [0.2, 0.1, 0.0], [0.0, 0.2, 0.0], [0.1, 0.1, 0.0], [0.0, -0.2, 0.1], [0.0, 0.0, 0.2]],
  "homo_lumo_gap_ev": 9.839,
  "energy_ev": -9374.2061,
  "e_lumo_ev": 1.0281,
  "multiplicity": 1,
  "relative_energy_kcal_mol": 66.63
}

{
  "formula": "C3H6N2O",
  "method": "ωB97M-V/def2-TZVPD",
  "symbols": ["C", "C", "N", "N", "C", "O", "H", "H", "H", "H", "H", "H"],
  "xyz": [[0.60075, -0.78081, 0.61549], [0.27807, 0.94018, -0.59838], [1.28724, 1.32919, -1.15047], [-0.96672, 1.05606, -0.27541], [-1.18777, -0.37036, 0.35564], [-1.78810, -1.17826, -0.33988], [1.22245, -1.12619, -0.21746], [0.27316, -1.69853, 1.11536], [1.18637, -0.20289, 1.33964], [2.12780, 0.79390, -1.30392], [-1.63467, 1.40411, -0.95694], [-1.39857, -0.16641, 1.41633]],
  "forces_ev_per_a": [[0.2, -0.2, 0.1], [0.2, 0.3, -0.3], [-0.5, -0.3, 0.3], [0.2, -0.1, -0.2], [0.0, 0.0, 0.1], [0.1, 0.1, 0.1], [-0.1, 0.1, 0.1], [0.0, 0.1, 0.0], [-0.1, 0.0, -0.1], [-0.1, 0.0, 0.1], [0.0, 0.0, 0.0], [0.0, -0.1, -0.1]],
  "homo_lumo_gap_ev": 8.696,
  "energy_ev": -8231.9611,
  "e_lumo_ev": -0.0306,
  "multiplicity": 1,
  "relative_energy_kcal_mol": 109.25
}

{
  "formula": "C3H4Si",
  "method": "ωB97M-V/def2-TZVPD",
  "symbols": ["C", "C", "C", "Si", "H", "H", "H", "H"],
  "xyz": [[-0.34617, 0.87231, 0.10442], [-0.48283, -0.71730, 0.09080], [0.67399, -0.02730, -0.50110], [-2.17109, 0.02231, -0.02242], [-0.02591, 1.44448, 0.90967], [-0.20242, -1.50287, 0.77083], [1.54753, -0.19304, 0.10451], [1.00691, 0.10142, -1.45671]],
  "forces_ev_per_a": [[-2.0, -1.4, -0.8], [-0.9, -1.0, -0.6], [-0.4, 0.5, 2.0], [2.7, 0.9, -0.4], [0.3, 1.0, 1.6], [-0.1, 0.0, 0.7], [0.5, 0.1, 0.5], [-0.2, -0.1, -3.0]],
  "homo_lumo_gap_ev": 8.762,
  "energy_ev": -11049.4861,
  "e_lumo_ev": -0.1661,
  "multiplicity": 1,
  "relative_energy_kcal_mol": 6.56
}

{
  "formula": "C4H4Cl2",
  "method": "ωB97M-V/def2-TZVPD",
  "symbols": ["C", "C", "Cl", "C", "C", "Cl", "H", "H", "H", "H"],
  "xyz": [[-1.33838, 0.48168, 0.77608], [-0.70543, -0.50603, 0.18018], [-1.59888, -1.89278, -0.37491], [0.72622, -0.46794, -0.17900], [1.33090, 0.52446, -0.80554], [1.69471, -1.85682, 0.35717], [-2.42497, 0.48260, 0.91892], [-0.82336, 1.31855, 1.18907], [0.74078, 1.36306, -1.12739], [2.39842, 0.55321, -0.93458]],
  "forces_ev_per_a": [[-1.1, 0.1, 0.4], [0.1, -0.2, -0.6], [0.1, -0.1, 0.0], [0.5, -0.7, 0.5], [-0.2, 0.1, 0.3], [-0.5, 0.4, -0.2], [0.5, -0.2, -0.1], [0.5, 0.4, 0.0], [-0.1, 0.2, -0.2], [0.1, -0.1, -0.1]],
  "homo_lumo_gap_ev": 10.349,
  "energy_ev": -29256.5438,
  "smiles": "C=C(Cl)C(=C)Cl",
  "e_lumo_ev": 0.5489,
  "multiplicity": 1,
  "relative_energy_kcal_mol": 2.65
}

{
  "formula": "C19H29BF4N2O10PtSSi",
  "method": "ωB97M-V/def2-TZVPD",
  "symbols": ["Pt", "O", "C", "O", "C", "C", "C", "C", "C", "C", "O", "N", "O", "O", "N", "O", "O", "H", "H", "C", "C", "C", "C", "O", "Si", "S", "O", "C", "C", "C", "C", "O", "C", "C", "C", "C", "H", "H", "H", "H", "H", "H", "H", "H", "H", "H", "H", "H", "H", "H", "H", "H", "H", "H", "H", "H", "H", "H", "H", "H", "H", "H", "H", "F", "B", "F", "F", "F"],
  "xyz": [[0.90796, -1.17904, 0.84317], [0.01581, -2.62080, 4.67469], [0.25874, -2.66175, 3.47266], [0.95647, -1.79539, 2.84275], [-0.24029, -3.85986, 2.68262], [-0.37777, -5.03996, 3.34960], [-0.77994, -6.20624, 2.67676], [-0.99778, -6.17345, 1.31643], [-0.88281, -4.98554, 0.62087], [-0.56813, -3.74133, 1.28602], [-0.66225, -2.62200, 0.69487], [-1.13032, -5.05081, -0.80625], [-1.31968, -6.16434, -1.29946], [-1.13956, -4.03388, -1.46650], [-0.96725, -7.43076, 3.39583], [-1.34033, -8.42590, 2.78301], [-0.75359, -7.44103, 4.60064], [-0.17790, -5.07153, 4.41087], [-1.26314, -7.07552, 0.78916], [-0.00703, 3.83140, 2.37826], [0.26203, 2.44384, 1.79702], [1.63136, 1.94714, 2.24546], [-0.85935, 1.50266, 2.22403], [0.29355, 2.61825, 0.37540], [-0.04136, 1.65608, -0.90234], [1.03444, -0.16209, -1.18910], [-1.66042, 1.42752, -0.83339], [-2.65133, 0.92295, -1.71985], [-2.11282, -0.17678, -2.62982], [-3.15661, 2.09913, -2.55729], [-3.75832, 0.37011, -0.82671], [0.24203, 2.58014, -2.22135], [1.42604, 3.17628, -2.74998], [1.72364, 2.48535, -4.07798], [2.61716, 3.04902, -1.80590], [1.09601, 4.65201, -2.97694], [-0.04826, 3.77355, 3.46750], [-0.95981, 4.20832, 2.00203], [0.78510, 4.52273, 2.08548], [1.66464, 1.80208, 3.32579], [2.40574, 2.65254, 1.94120], [1.86496, 0.99050, 1.77386], [-0.86473, 1.38223, 3.30769], [-0.72433, 0.51305, 1.78048], [-1.82092, 1.89075, 1.88435], [-1.30102, 0.20914, -3.24825], [-2.91138, -0.54662, -3.27745], [-1.72083, -1.00316, -2.03777], [-2.31755, 2.52020, -3.11280], [-3.55455, 2.87529, -1.90044], [-3.93597, 1.77596, -3.25107], [-3.36654, -0.46790, -0.24867], [-4.61083, 0.02990, -1.41877], [-4.09093, 1.14586, -0.13465], [1.89350, 1.42221, -3.90171], [2.61450, 2.91474, -4.54113], [0.87653, 2.59922, -4.75833], [2.89751, 2.00783, -1.64322], [2.37291, 3.48205, -0.83548], [3.48006, 3.57423, -2.22038], [0.19422, 4.74243, -3.58609], [1.92313, 5.15607, -3.48129], [0.91226, 5.13307, -2.01487], [5.45390, -0.35351, 1.59792], [4.56304, -0.42436, 0.51776], [4.33405, 0.86023, -0.00070], [5.05961, -1.27436, -0.47411], [3.31472, -0.95818, 1.00581]],
  "forces_ev_per_a": [[-0.2, -1.6, 1.0], [0.1, 0.0, 0.0], [-0.3, -0.1, 0.0], [0.3, 0.6, -0.5], [0.1, 0.2, -0.2], [-0.1, -0.4, 0.1], [0.1, 0.7, -0.2], [-0.1, -0.2, 0.0], [0.0, 0.4, 0.5], [0.0, -0.5, 0.2], [0.6, 1.3, -0.7], [-0.1, -0.1, -0.5], [0.0, 0.1, 0.1], [0.0, 0.0, 0.1], [0.0, -0.5, 0.2], [0.0, 0.1, 0.0], [0.0, 0.1, -0.1], [0.0, 0.1, 0.0], [0.0, 0.0, 0.0], [0.0, -0.1, -0.1], [0.1, 0.1, 0.1], [-0.1, -0.1, -0.1], [0.0, 0.0, -0.2], [0.0, -0.1, 0.2], [0.2, -0.7, -0.1], [-0.2, 0.4, 0.0], [-0.2, 0.0, 0.1], [-0.1, 0.0, -0.1], [0.0, 0.1, 0.1], [0.1, 0.0, 0.1], [0.1, 0.0, 0.0], [0.0, 0.2, -0.2], [0.1, 0.1, -0.1], [0.0, 0.0, 0.1], [-0.1, -0.1, 0.0], [0.0, -0.1, 0.0], [0.0, 0.0, 0.0], [0.0, 0.0, 0.0], [0.0, 0.0, 0.0], [0.0, 0.0, 0.0], [0.0, 0.0, 0.0], [0.1, 0.0, 0.0], [0.0, 0.0, 0.0], [0.0, 0.0, 0.0], [0.0, 0.0, 0.0], [0.0, 0.0, 0.0], [0.0, 0.0, 0.0], [0.0, 0.0, 0.0], [0.0, 0.0, -0.1], [0.0, 0.0, 0.0], [0.0, 0.0, 0.0], [0.0, 0.0, 0.0], [0.0, 0.0, 0.0], [0.0, 0.0, 0.0], [0.0, 0.0, 0.0], [0.0, 0.0, 0.0], [0.0, 0.0, 0.0], [0.0, 0.0, 0.0], [0.0, 0.0, 0.0], [0.0, 0.0, 0.0], [0.0, 0.0, 0.0], [0.0, 0.0, 0.0], [0.0, 0.0, 0.0], [-0.1, 0.0, 0.0], [0.2, 0.2, -0.1], [0.0, -0.1, 0.1], [-0.1, 0.0, 0.1], [-0.5, 0.1, 0.1]],
  "homo_lumo_gap_ev": 6.926,
  "energy_ev": -77144.5186,
  "charge": -2,
  "e_lumo_ev": 3.7840,
  "multiplicity": 1,
  "relative_energy_kcal_mol": 23.87
}